No. 1
Molecular formula: C6H12O
Method: DFT, the ωB97M-V functional and the def2-TZVPD basis

Last column: Löwdin charge in e.
Cartesian coordinates (Å):
C (-2.3161, -1.1769, -0.5898)  0.028
C (-2.1179, -0.1415, 0.2179)  -0.146
C (-1.6444, 1.1828, -0.2917)  -0.302
O (-1.6359, 2.1899, 0.3732)  0.049
H (-2.6176, -2.1430, -0.2173)  0.066
H (-2.1643, -1.0906, -1.6554)  0.069
H (-2.3093, -0.1892, 1.2812)  0.109
H (-1.5721, 1.2156, -1.3958)  0.125
C (1.3721, -0.3503, 1.4274)  -0.123
C (1.3134, -0.5048, -0.0867)  -0.325
C (1.7471, 0.7685, -0.8016)  -0.122
H (1.1283, -1.2887, 1.9220)  0.068
H (2.3649, -0.0438, 1.7505)  0.070
H (0.6589, 0.4066, 1.7488)  0.065
H (1.9794, -1.3183, -0.3868)  0.098
H (0.2555, -0.7905, -0.3626)  0.076
H (1.7419, 0.6259, -1.8806)  0.068
H (1.0672, 1.5820, -0.5544)  0.056
H (2.7488, 1.0664, -0.4984)  0.072

The value obtained for the energy above the lowest of the compared OMol25 structures with the same formula, charge and spin is 34.3 kcal/mol. Its SMILES is C=CC=O.CCC. The strongest force on any atom comes out at 0.0370 Eh/bohr. The calculation puts the orbital gap at 10.242 eV. Its total charge is 0.

=====

No. 2
Molecular formula: C2H11NO3
Method: DFT, the ωB97M-V functional and the def2-TZVPD basis

Last column: Löwdin charge in e.
Cartesian coordinates (Å):
N (0.6688, -1.4285, -1.0916)  -0.007
C (1.4851, -1.3315, 0.1714)  -0.226
C (0.9211, -0.0885, 1.1489)  -0.228
O (1.1326, 1.1111, 0.3765)  -0.150
H (0.8725, -2.2808, -1.5256)  0.040
H (0.7989, -0.5918, -1.6829)  0.090
H (2.6553, -1.2407, 0.1743)  0.124
H (1.3530, -2.1625, 0.8097)  0.062
H (1.4736, -0.1524, 2.1712)  0.127
H (-0.1470, -0.3784, 1.1988)  0.074
H (0.3222, 1.7672, 0.3663)  0.093
O (-1.4637, 2.0373, 0.1766)  -0.052
H (-1.7464, 1.1847, -0.1456)  -0.023
H (-1.9741, 2.7085, -0.2700)  0.052
O (-2.0844, -0.4626, -0.6049)  -0.072
H (-1.9298, -0.9493, 0.2515)  0.080
H (-1.4731, -0.8710, -1.2139)  0.015

The value obtained for the energy above the lowest of the compared OMol25 structures with the same formula, charge and spin is 25.2 kcal/mol. Its SMILES is NCCO.O.O. The strongest force on any atom comes out at 0.0643 Eh/bohr. The calculation puts the orbital gap at 10.256 eV. Its total charge is 0.

=====

No. 3
Molecular formula: C3H4O2
Method: DFT, the ωB97M-V functional and the def2-TZVPD basis

Last column: Löwdin charge in e.
Cartesian coordinates (Å):
O (-1.5240, -1.1459, -0.0784)  0.021
C (-1.2537, 0.0253, -0.2926)  -0.241
C (0.1062, 0.6117, 0.1312)  -0.109
C (1.1405, -0.5706, 0.2182)  -0.231
O (2.1792, -0.5727, -0.4346)  0.040
H (-2.0234, 0.6509, -0.9205)  0.144
H (0.4521, 1.1763, -0.7043)  0.090
H (0.1412, 1.1882, 1.1297)  0.151
H (0.7819, -1.3631, 0.9513)  0.135

The value obtained for the energy above the lowest of the compared OMol25 structures with the same formula, charge and spin is 30.4 kcal/mol. Its SMILES is O=CCC=O. The strongest force on any atom comes out at 0.0526 Eh/bohr. The calculation puts the orbital gap at 10.624 eV. Its total charge is 0.

=====

No. 4
Molecular formula: C31H50InO3P2S
Method: DFT, the ωB97M-V functional and the def2-TZVPD basis

Last column: Löwdin charge in e.
Cartesian coordinates (Å):
In (-1.4015, 2.2368, 0.8643)  0.945
C (-3.1132, -1.4776, 1.5552)  -0.166
C (-2.2022, -2.5569, 1.6554)  -0.220
C (-1.6578, -1.0190, 3.2729)  -0.222
C (-2.8158, -0.5501, 2.6033)  -0.205
C (-1.2992, -2.2673, 2.7103)  -0.187
C (-4.2313, -1.3761, 0.6052)  -0.020
H (-4.1514, -2.1086, -0.2109)  0.084
H (-4.2276, -0.3763, 0.1492)  0.050
H (-5.2032, -1.5289, 1.1067)  0.108
C (-3.6510, 0.5834, 3.0506)  -0.052
H (-4.3262, 0.9055, 2.2544)  0.035
H (-3.0557, 1.4604, 3.3391)  0.065
H (-4.2674, 0.3029, 3.9236)  0.109
C (-1.0305, -0.3844, 4.4501)  -0.047
H (-1.6519, -0.5167, 5.3507)  0.094
H (-0.8937, 0.6938, 4.2922)  0.072
H (-0.0460, -0.8207, 4.6573)  0.068
C (-0.2714, -3.1846, 3.2389)  -0.024
H (-0.6967, -3.8386, 4.0235)  0.108
H (0.5608, -2.6196, 3.6819)  0.076
H (0.1227, -3.8313, 2.4411)  0.072
C (-2.2643, -3.8301, 0.9111)  -0.056
H (-2.7929, -4.5929, 1.5049)  0.093
H (-1.2590, -4.2188, 0.7010)  0.062
H (-2.8020, -3.7200, -0.0371)  0.062
C (-0.4571, 0.5952, -1.7163)  -0.174
C (-1.2822, -0.4636, -1.7301)  -0.081
C (-0.9502, -1.8647, -2.1088)  -0.155
C (0.4888, -2.3086, -1.7812)  -0.180
C (0.7761, -2.1043, -0.3309)  -0.099
C (1.3091, -1.0101, 0.2125)  -0.103
C (1.8573, 0.1405, -0.5784)  -0.197
C (1.0354, 0.6219, -1.8086)  -0.212
H (-1.1179, -2.0043, -3.1916)  0.132
H (1.1906, -1.7857, -2.4402)  0.093
H (-1.6662, -2.5365, -1.6085)  0.099
H (1.3766, 0.0916, -2.7134)  0.097
H (-0.9405, 1.5836, -1.8239)  0.077
H (-2.3344, -0.2604, -1.5196)  0.086
H (1.3053, 1.6794, -1.9627)  0.102
H (1.9896, 0.9933, 0.1054)  0.097
H (1.4323, -0.9423, 1.2967)  0.104
H (2.8747, -0.1045, -0.9415)  0.080
H (0.5589, -3.3830, -2.0123)  0.118
H (0.5277, -2.9718, 0.2922)  0.089
P (5.8350, 0.8275, -1.8365)  0.947
P (8.0130, 0.1838, 0.1851)  0.928
C (7.5873, 0.8947, -2.4976)  -0.406
C (8.5865, 1.0796, -1.3542)  -0.430
H (7.6487, 1.7299, -3.2082)  0.090
H (7.7726, -0.0422, -3.0444)  0.086
H (9.5863, 0.7120, -1.6233)  0.093
H (8.6679, 2.1392, -1.0699)  0.087
C (9.3276, 0.7968, 1.3128)  -0.268
H (9.2773, 0.2233, 2.2453)  0.052
H (9.1289, 1.8508, 1.5368)  0.049
H (10.3229, 0.6918, 0.8636)  0.065
C (8.7733, -1.4542, -0.1972)  -0.262
H (9.8173, -1.3369, -0.5161)  0.061
H (8.1949, -1.9591, -0.9792)  0.042
H (8.7306, -2.0579, 0.7179)  0.051
C (5.2153, 2.4094, -2.5441)  -0.249
H (4.1284, 2.4628, -2.4021)  0.043
H (5.4608, 2.4835, -3.6115)  0.065
H (5.6806, 3.2394, -1.9982)  0.053
C (5.1317, -0.3566, -3.0568)  -0.253
H (5.5324, -1.3542, -2.8391)  0.050
H (5.3971, -0.0702, -4.0824)  0.069
H (4.0397, -0.3905, -2.9486)  0.030
C (-9.9697, 2.3371, 0.5171)  -0.054
C (-8.5058, 2.3414, 0.1619)  -0.266
C (-8.0060, 3.1710, -0.8546)  -0.032
C (-6.6425, 3.1950, -1.1681)  -0.042
C (-5.7575, 2.3641, -0.4668)  -0.243
C (-6.2514, 1.5006, 0.5147)  -0.057
C (-7.6062, 1.5098, 0.8403)  -0.026
S (-4.0099, 2.3499, -0.8695)  0.434
O (-3.8703, 1.5028, -2.0296)  -0.294
O (-3.5150, 3.7077, -0.9603)  -0.340
O (-3.4819, 1.6610, 0.3752)  -0.610
H (-10.3047, 3.3258, 0.8538)  0.085
H (-10.6033, 2.0547, -0.3326)  0.085
H (-10.1713, 1.6285, 1.3239)  0.073
H (-8.6803, 3.8201, -1.4193)  0.118
H (-6.2462, 3.8486, -1.9481)  0.121
H (-5.6132, 0.7981, 1.0417)  0.060
H (-7.9654, 0.8516, 1.6343)  0.115

The strongest force on any atom comes out at 0.0588 Eh/bohr. The calculation puts the orbital gap (spin up / spin down) at 6.004 / 1.750 eV. Its total charge is +1.

=====

No. 5
Molecular formula: C2H4InO4S
Method: DFT, the ωB97M-V functional and the def2-TZVPD basis

Last column: Löwdin charge in e.
Cartesian coordinates (Å):
In (4.3294, -11.3921, -3.2448)  1.367
C (2.1675, -6.1121, -3.2703)  0.018
C (3.2557, -5.8061, -2.2229)  0.014
O (2.9639, -6.6125, -1.0882)  0.043
S (2.0943, -8.0194, -1.4872)  0.863
O (1.2436, -8.3902, -0.3684)  -0.017
O (2.9863, -9.0483, -2.0078)  -0.253
O (1.3870, -7.1823, -2.7602)  0.029
H (2.4236, -6.2980, -4.3133)  0.227
H (1.5235, -5.2389, -3.3750)  0.250
H (3.2683, -4.7557, -1.9319)  0.223
H (4.2055, -6.1199, -2.6559)  0.236

The value obtained for the energy above the lowest of the compared OMol25 structures with the same formula, charge and spin is 17.1 kcal/mol. The strongest force on any atom comes out at 0.0820 Eh/bohr. The calculation puts the orbital gap at 3.016 eV. Its total charge is +3.

=====

No. 6
Molecular formula: C10H30O5
Method: DFT, the ωB97M-V functional and the def2-TZVPD basis

Last column: Löwdin charge in e.
Cartesian coordinates (Å):
C (0.3093, -8.1851, -29.4630)  -0.202
O (0.7165, -8.7947, -28.3068)  -0.102
H (-0.7702, -8.0556, -29.3856)  0.083
H (0.8758, -7.2671, -29.6193)  0.080
H (0.4991, -8.8125, -30.3339)  0.064
H (0.5665, -8.3421, -27.4736)  0.086
C (0.8476, -12.9396, -33.3748)  -0.036
C (-0.0379, -14.0190, -32.7701)  -0.427
C (-0.3743, -13.7675, -31.3332)  -0.041
O (-1.2784, -13.9542, -33.4597)  -0.022
H (0.6223, -11.9792, -32.9112)  0.067
H (0.7705, -12.8007, -34.4532)  0.101
H (1.8963, -13.0847, -33.1153)  0.089
H (0.4278, -14.9870, -32.9551)  0.140
H (0.5536, -13.5243, -30.8156)  0.094
H (-0.9709, -14.5141, -30.8091)  0.087
H (-0.9154, -12.8364, -31.1646)  0.089
H (-1.7965, -14.6040, -32.9791)  0.129
C (-0.4242, -4.6399, -31.3528)  -0.068
C (-1.8895, -4.7814, -31.6070)  -0.494
C (-2.3706, -6.1934, -31.8265)  -0.060
O (-2.5543, -4.3266, -30.4201)  -0.052
H (-0.2335, -3.5790, -31.1913)  0.080
H (0.1014, -4.7840, -32.2968)  0.085
H (-0.0548, -5.2692, -30.5430)  0.071
H (-1.9655, -4.0563, -32.4172)  0.133
H (-1.7249, -6.8072, -32.4545)  0.042
H (-3.4408, -6.2321, -32.0298)  0.096
H (-2.2874, -6.7058, -30.8681)  0.070
H (-2.8257, -3.4222, -30.5932)  0.084
C (-1.3541, -8.9499, -31.8800)  -0.094
C (-1.8143, -9.9169, -32.8750)  -0.519
C (-2.3647, -9.1490, -34.0696)  -0.051
O (-0.7767, -10.7133, -33.2871)  -0.092
H (-0.8213, -8.0920, -32.2902)  0.081
H (-0.8305, -9.4049, -31.0393)  0.059
H (-2.2591, -8.5054, -31.4659)  0.075
H (-2.6497, -10.5023, -32.4909)  0.141
H (-3.2135, -8.5564, -33.7283)  0.074
H (-2.6774, -9.6650, -34.9774)  0.073
H (-1.7346, -8.3977, -34.5458)  0.079
H (-1.1446, -11.5950, -33.3813)  -0.066
O (-2.3186, -12.0055, -33.6184)  -0.053
H (-1.9104, -12.8677, -33.6975)  -0.081
H (-3.2018, -12.1253, -33.9675)  0.111

The value obtained for the energy above the lowest of the compared OMol25 structures with the same formula, charge and spin is 106.4 kcal/mol. The strongest force on any atom comes out at 0.1435 Eh/bohr. The calculation puts the orbital gap at 9.174 eV. Its total charge is 0.